2 unconnected molecules or ions with the total composition C31H33NO3 at a distorted geometry. Source: the OMol25 dataset; level of theory: ωB97M-V with the def2-TZVPD basis set.

- F_max: 1.91 eV/A
- Gap between HOMO and LUMO: 5.396 eV
- E_LUMO: -1.61 eV
- DFT total energy: -40312.52503 eV
- Relative energy (zero: lowest compared OMol25 entry of this formula, charge and spin): 0.288 eV

Bonds (Å) are listed after each position.
Element x y z (Å)
1 C -4.5616 0.5199 -2.1900  C2 1.513, H14 1.090, H15 1.100, H16 1.097
2 C -4.3819 -0.3077 -0.9367  C1 1.513, O3 1.449, H17 1.101, H18 1.100
3 O -3.2443 0.2709 -0.2509  C2 1.449, C4 1.377
4 C -2.9628 -0.1380 1.0334  O3 1.377, C5 1.483, O13 1.219
5 C -1.7988 0.6573 1.4934  C4 1.483, C6 1.460, C12 1.496
6 C -1.3905 0.4040 2.8718  C5 1.460, O7 1.229, C8 1.545
7 O -0.9945 -0.6768 3.3018  C6 1.229
8 C -1.3920 1.5984 3.8511  C6 1.545, C9 1.522, H19 1.097, H20 1.100
9 C -0.1186 2.4242 3.7349  C8 1.522, C10 1.526, H21 1.104, H22 1.096
10 C 0.0879 3.0422 2.3552  C9 1.526, C11 1.513, H23 1.100, H24 1.098
11 C -1.2171 3.2709 1.6248  C10 1.513, C12 1.550, H25 1.103, H26 1.100
12 C -1.9395 2.0575 0.9866  C5 1.496, C11 1.550, H27 1.106, H28 1.117
13 O -3.6211 -0.9653 1.6397  C4 1.219
14 H -5.2986 0.0457 -2.8373  C1 1.090
15 H -4.9250 1.5246 -1.9261  C1 1.100
16 H -3.6169 0.6140 -2.7391  C1 1.097
17 H -5.2663 -0.2735 -0.2816  C2 1.101
18 H -4.1479 -1.3512 -1.1921  C2 1.100
19 H -2.2954 2.1942 3.6708  C8 1.097
20 H -1.4724 1.2000 4.8729  C8 1.100
21 H -0.1639 3.2283 4.4899  C9 1.104
22 H 0.7474 1.8106 4.0099  C9 1.096
23 H 0.5473 4.0302 2.5059  C10 1.100
24 H 0.8120 2.4619 1.7689  C10 1.098
25 H -1.9399 3.7383 2.3143  C11 1.103
26 H -1.0714 4.0101 0.8234  C11 1.100
27 H -1.7228 2.0265 -0.0976  C12 1.106
28 H -3.0142 2.3548 1.0579  C12 1.117
29 C 5.4489 0.5830 2.0869  N30 1.442, H51 1.095, H52 1.105, H53 1.095
30 N 4.9252 -0.5383 1.3473  C29 1.442, C31 1.452, C32 1.377
31 C 5.8740 -1.6290 1.2135  N30 1.452, H54 1.102, H55 1.096, H56 1.103
32 C 3.5637 -0.7426 1.3090  N30 1.377, C33 1.421, C50 1.408
33 C 2.6783 0.3059 0.9413  C32 1.421, C34 1.390, H57 1.086
34 C 1.3588 0.0170 0.6114  C33 1.390, C35 1.411, H58 1.097
35 C 0.8093 -1.2456 0.9217  C34 1.411, C36 1.446, C49 1.415
36 C -0.5618 -1.5664 0.5942  C35 1.446, C37 1.457, C44 1.454
37 C -1.2988 -2.6373 1.2515  C36 1.457, C38 1.436, C42 1.388
38 C -2.2210 -3.2111 0.3117  C37 1.436, C39 1.386, C43 1.449
39 C -2.9808 -4.3328 0.6023  C38 1.386, C40 1.399, H59 1.094
40 C -2.9127 -4.8744 1.8902  C39 1.399, C41 1.404, H60 1.092
41 C -1.9739 -4.3655 2.8020  C40 1.404, C42 1.402, H61 1.087
42 C -1.1631 -3.2676 2.4811  C37 1.388, C41 1.402, H62 1.082
43 C -1.9966 -2.5653 -0.9653  C38 1.449, C44 1.439, C48 1.383
44 C -0.9936 -1.5479 -0.7943  C36 1.454, C43 1.439, C45 1.392
45 C -0.4343 -0.9594 -1.9256  C44 1.392, C46 1.407, H63 1.088
46 C -0.9600 -1.2953 -3.1865  C45 1.407, C47 1.399, H64 1.089
47 C -1.9134 -2.3082 -3.3370  C46 1.399, C48 1.395, H65 1.089
48 C -2.3797 -3.0017 -2.2201  C43 1.383, C47 1.395, H66 1.089
49 C 1.6710 -2.2322 1.4559  C35 1.415, C50 1.385, H67 1.089
50 C 3.0346 -2.0200 1.5775  C32 1.408, C49 1.385, H68 1.086
51 H 4.7431 1.4202 2.0579  C29 1.095
52 H 5.6239 0.2910 3.1385  C29 1.105
53 H 6.4062 0.8658 1.6359  C29 1.095
54 H 5.6511 -2.2810 0.3535  C31 1.102
55 H 6.8525 -1.1560 1.0693  C31 1.096
56 H 5.9119 -2.2504 2.1240  C31 1.103
57 H 3.0558 1.3209 0.8555  C33 1.086
58 H 0.7159 0.7748 0.1466  C34 1.097
59 H -3.5810 -4.7680 -0.2019  C39 1.094
60 H -3.5326 -5.7370 2.1436  C40 1.092
61 H -1.8981 -4.8079 3.7924  C41 1.087
62 H -0.5169 -2.8645 3.2494  C42 1.082
63 H 0.3596 -0.2242 -1.8119  C45 1.088
64 H -0.6289 -0.7413 -4.0642  C46 1.089
65 H -2.2564 -2.6068 -4.3262  C47 1.089
66 H -2.9955 -3.8972 -2.2878  C48 1.089
67 H 1.2461 -3.1948 1.7379  C49 1.089
68 H 3.6797 -2.8262 1.9135  C50 1.086